Record 1
This record from the OMol25 dataset describes the molecule CHCl2NO2S at a distorted geometry. The level of theory is ωB97M-V/def2-TZVPD.

## Properties
E_HOMO = -0.4092 Eh
energy = -1562.45952 Ha
ΔE to the lowest compared entry with this formula, charge and spin = 26.16 kJ/mol
LUMO energy = -0.78 eV
HOMO-LUMO gap = 10.355 eV
SMILES = [H]/N=C(/Cl)S(=O)(=O)Cl
largest force on an atom = 3.847 eV Å⁻¹

Geometry (Å):
C 0.459 0.948 0.000
N 1.449 0.879 0.698
O 0.358 -1.733 0.179
O -1.162 -0.750 -1.591
S -0.525 -0.697 -0.252
Cl -2.097 -0.697 1.046
Cl -0.209 2.196 -0.955
H 1.727 -0.148 0.876

The computed natural (NBO) charges, all in e, follow:
1 C 0.044
2 N -0.561
3 O -0.897
4 O -0.864
5 S 1.939
6 Cl -0.186
7 Cl 0.109
8 H 0.416


Record 2
This record from the OMol25 dataset describes the molecule CHCl2O2P at a distorted geometry. The level of theory is ωB97M-V/def2-TZVPD.

## Properties
E_HOMO (spin up / spin down) = -0.3662 / -0.3509 Eh
energy = -1450.72897 Ha
ΔE to the lowest compared entry with this formula, charge and spin = 559.91 kJ/mol
LUMO energy (spin up / spin down) = -2.15 / -2.18 eV
HOMO-LUMO gap (spin up / spin down) = 7.817 / 7.369 eV
largest force on an atom = 1.958 eV Å⁻¹

Geometry (Å):
C 0.680 -0.047 0.371
O -1.676 0.367 -0.950
O -2.254 -0.880 -0.698
P -0.474 1.226 -0.515
Cl 1.658 0.736 1.685
Cl 1.792 -0.602 -0.977
H 0.273 -0.800 1.084

The computed natural (NBO) charges, all in e, follow:
1 C -0.582
2 O -0.490
3 O -0.369
4 P 1.202
5 Cl -0.038
6 Cl -0.001
7 H 0.278


Record 3
This record from the OMol25 dataset describes a cluster of 2 separate species, CHCl2O3S in total at a distorted geometry. The level of theory is ωB97M-V/def2-TZVPD.

## Properties
E_HOMO (spin up / spin down) = -0.1426 / -0.1327 Eh
energy = -1582.96029 Ha
ΔE to the lowest compared entry with this formula, charge and spin = 284.53 kJ/mol
total charge = -1
LUMO energy (spin up / spin down) = 3.30 / 3.36 eV
HOMO-LUMO gap (spin up / spin down) = 7.183 / 6.967 eV
largest force on an atom = 2.138 eV Å⁻¹

Geometry (Å):
C 0.594 0.228 1.443
O -0.946 -1.627 -2.119
O -0.367 0.821 -2.452
O -0.652 -0.103 -0.190
S -1.031 -0.218 -1.626
Cl 1.897 -0.907 1.292
Cl 0.856 1.893 1.665
H -0.350 -0.087 1.987

The computed natural (NBO) charges, all in e, follow:
1 C -0.243
2 O -0.978
3 O -0.976
4 O -0.978
5 S 1.994
6 Cl -0.017
7 Cl -0.010
8 H 0.208


Record 4
This record from the OMol25 dataset describes a cluster of 2 separate species, CHCl3FOP in total at a distorted geometry. The level of theory is ωB97M-V/def2-TZVPD.

## Properties
E_HOMO (spin up / spin down) = -0.3610 / -0.3497 Eh
energy = -1935.70735 Ha
ΔE to the lowest compared entry with this formula, charge and spin = 320.52 kJ/mol
LUMO energy (spin up / spin down) = -1.08 / -2.72 eV
HOMO-LUMO gap (spin up / spin down) = 8.739 / 6.797 eV
largest force on an atom = 1.410 eV Å⁻¹

Geometry (Å):
C -0.441 -0.727 0.798
O 2.738 -0.006 -1.619
F -1.122 -0.644 1.974
P 2.385 -0.102 -0.209
Cl 2.774 1.662 0.759
Cl -0.335 -2.291 0.181
Cl 3.581 -1.439 0.744
H -0.710 0.078 0.129

The computed natural (NBO) charges, all in e, follow:
1 C 0.152
2 O -0.975
3 F -0.320
4 P 1.433
5 Cl -0.271
6 Cl 0.059
7 Cl -0.257
8 H 0.178


Record 5
This record from the OMol25 dataset describes a cluster of 2 separate species, CHCl3O2PS in total at a distorted geometry. The level of theory is ωB97M-V/def2-TZVPD.

## Properties
E_HOMO = -0.1510 Eh
energy = -2309.38687 Ha
ΔE to the lowest compared entry with this formula, charge and spin = 83.73 kJ/mol
total charge = -1
LUMO energy = 2.76 eV
HOMO-LUMO gap = 6.871 eV
largest force on an atom = 2.827 eV Å⁻¹

Geometry (Å):
C -0.503 -0.904 -1.246
O 1.859 -0.156 2.019
O 0.613 1.594 0.760
P 0.488 0.302 1.748
S -1.205 0.101 2.691
Cl 0.106 -2.260 -2.394
Cl 0.158 0.575 -1.970
Cl -2.314 -0.744 -1.436
H 0.797 1.491 -0.171

These are the natural (NBO) partial charges, in e, on atoms 1 to 8:
1 C -0.417
2 O -1.019
3 O -1.017
4 P 1.908
5 S -0.517
6 Cl -0.181
7 Cl -0.135
8 Cl -0.146


Record 6
This record from the OMol25 dataset describes a cluster of 2 separate species, CHClF2N2 in total at a distorted geometry. The level of theory is ωB97M-V/def2-TZVPD.

## Properties
E_HOMO (spin up / spin down) = -0.4198 / -0.2549 Eh
energy = -807.86364 Ha
ΔE to the lowest compared entry with this formula, charge and spin = 315.47 kJ/mol
LUMO energy (spin up / spin down) = 0.34 / -1.65 eV
HOMO-LUMO gap (spin up / spin down) = 11.759 / 5.289 eV
largest force on an atom = 3.181 eV Å⁻¹

Geometry (Å):
C -0.301 -1.466 0.155
N -0.585 -1.132 -0.962
N 0.037 1.570 -0.175
F 1.337 1.901 -0.404
F -0.071 1.665 1.236
Cl 0.223 -2.478 1.263
H -0.638 -0.061 -1.113

The computed natural (NBO) charges, all in e, follow:
1 C 0.114
2 N -0.641
3 N 0.424
4 F -0.197
5 F -0.230
6 Cl 0.150
7 H 0.381


Record 7
This record from the OMol25 dataset describes a cluster of 2 separate species, CHClF2O2 in total at a distorted geometry. The level of theory is ωB97M-V/def2-TZVPD.

## Properties
E_HOMO (spin up / spin down) = -0.3336 / -0.3943 Eh
energy = -848.89144 Ha
ΔE to the lowest compared entry with this formula, charge and spin = 321.37 kJ/mol
LUMO energy (spin up / spin down) = -0.61 / -0.18 eV
HOMO-LUMO gap (spin up / spin down) = 8.466 / 10.548 eV
largest force on an atom = 5.200 eV Å⁻¹

Geometry (Å):
C -2.868 -0.221 -0.014
O -0.058 0.263 -0.004
O -0.930 1.026 0.602
F -3.002 -1.229 0.808
F -2.392 -0.676 -1.180
Cl -4.180 0.792 0.034
H 0.096 -0.409 0.560

The computed natural (NBO) charges, all in e, follow:
1 C 0.654
2 O -0.342
3 O -0.207
4 F -0.309
5 F -0.308
6 Cl 0.065
7 H 0.447


Record 8
This record from the OMol25 dataset describes the molecule CHClF2OS at a distorted geometry. The level of theory is ωB97M-V/def2-TZVPD.

## Properties
E_HOMO = -0.2913 Eh
energy = -1171.92426 Ha
ΔE to the lowest compared entry with this formula, charge and spin = 225.53 kJ/mol
LUMO energy = -0.39 eV
HOMO-LUMO gap = 7.533 eV
largest force on an atom = 2.490 eV Å⁻¹

Geometry (Å):
C -1.008 0.424 -0.255
O 2.422 -1.656 -0.114
F -1.573 -0.737 0.019
F -1.835 1.498 0.015
S 2.255 -0.256 0.397
Cl 0.281 0.106 1.200
H -0.543 0.621 -1.263

The computed natural (NBO) charges, all in e, follow:
1 C 0.600
2 O -0.866
3 F -0.299
4 F -0.316
5 S 0.643
6 Cl 0.043
7 H 0.195


Record 9
This record from the OMol25 dataset describes a cluster of 2 separate species, CHClF2OS in total. The level of theory is ωB97M-V/def2-TZVPD.

## Properties
E_HOMO (spin up / spin down) = -0.3563 / -0.3563 Eh
energy = -1171.98888 Ha
ΔE to the lowest compared entry with this formula, charge and spin = 55.86 kJ/mol
LUMO energy (spin up / spin down) = -1.89 / -1.89 eV
HOMO-LUMO gap (spin up / spin down) = 7.803 / 7.804 eV
SMILES = FC(F)Cl.O=S
largest force on an atom = 0.656 eV Å⁻¹

Geometry (Å):
C 1.031 0.184 -0.014
O -2.138 -0.622 -0.108
F 0.761 0.801 1.140
F 1.058 1.123 -0.962
S -3.565 -0.315 0.090
Cl 2.610 -0.622 0.091
H 0.242 -0.550 -0.236

The computed natural (NBO) charges, all in e, follow:
1 C 0.535
2 O -0.707
3 F -0.322
4 F -0.321
5 S 0.707
6 Cl -0.062
7 H 0.170


Record 10
This record from the OMol25 dataset describes a cluster of 2 separate species, CHClF2OS2 in total at a distorted geometry. The level of theory is ωB97M-V/def2-TZVPD.

## Properties
E_HOMO (spin up / spin down) = -0.3514 / -0.3660 Eh
energy = -1570.10164 Ha
ΔE to the lowest compared entry with this formula, charge and spin = 301.84 kJ/mol
LUMO energy (spin up / spin down) = -3.44 / -1.53 eV
HOMO-LUMO gap (spin up / spin down) = 6.127 / 8.426 eV
largest force on an atom = 2.621 eV Å⁻¹

Geometry (Å):
C 1.456 -0.491 -0.122
O -1.729 -0.185 1.297
F 2.324 0.501 0.065
F 1.660 -1.421 0.815
S -2.482 -0.373 -1.323
S -1.251 0.343 0.014
Cl -1.210 2.441 0.369
H 1.232 -0.815 -1.116

The computed natural (NBO) charges, all in e, follow:
1 C 0.631
2 O -0.862
3 F -0.295
4 F -0.295
5 S -0.255
6 S 1.121
7 Cl -0.206
8 H 0.160


Record 11
This record from the OMol25 dataset describes the molecule CHClFNO2 at a distorted geometry. The level of theory is ωB97M-V/def2-TZVPD.

## Properties
E_HOMO = -0.3504 Eh
energy = -803.74005 Ha
ΔE to the lowest compared entry with this formula, charge and spin = 379.90 kJ/mol
LUMO energy = -2.50 eV
HOMO-LUMO gap = 7.031 eV
SMILES = [O-]/[N+](=C/F)OCl
largest force on an atom = 3.494 eV Å⁻¹

Geometry (Å):
C 0.489 -0.190 -0.264
N 0.671 -1.283 0.506
O -0.230 -1.790 1.136
O 1.986 -2.027 0.515
F 1.553 0.397 -0.799
Cl 2.601 -3.406 1.598
H -0.291 0.483 0.055

The computed natural (NBO) charges, all in e, follow:
1 C 0.288
2 N 0.332
3 O -0.382
4 O -0.404
5 F -0.298
6 Cl 0.265
7 H 0.200


Record 12
This record from the OMol25 dataset describes a cluster of 2 separate species, CHClFO3 in total at a distorted geometry. The level of theory is ωB97M-V/def2-TZVPD.

## Properties
E_HOMO (spin up / spin down) = -0.6692 / -0.6695 Eh
energy = -823.91911 Ha
ΔE to the lowest compared entry with this formula, charge and spin = 94.70 kJ/mol
total charge = +1
LUMO energy (spin up / spin down) = -9.59 / -9.61 eV
HOMO-LUMO gap (spin up / spin down) = 8.622 / 8.605 eV
largest force on an atom = 3.937 eV Å⁻¹

Geometry (Å):
C -0.584 1.195 0.482
O -0.294 -0.783 -0.613
O -0.296 0.607 1.431
O -0.494 0.414 -0.834
F 1.361 -1.557 0.014
Cl -1.058 2.640 -0.123
H 1.366 -2.518 -0.358

The computed natural (NBO) charges, all in e, follow:
1 C 0.606
2 O 0.283
3 O -0.340
4 O 0.032
5 F -0.461
6 Cl 0.262
7 H 0.617


Record 13
This record from the OMol25 dataset describes a cluster of 2 separate species, CHClFO3 in total at a distorted geometry. The level of theory is ωB97M-V/def2-TZVPD.

## Properties
E_HOMO (spin up / spin down) = -0.6586 / -0.6576 Eh
energy = -823.84134 Ha
ΔE to the lowest compared entry with this formula, charge and spin = 298.88 kJ/mol
total charge = +1
LUMO energy (spin up / spin down) = -8.43 / -8.30 eV
HOMO-LUMO gap (spin up / spin down) = 9.491 / 9.595 eV
largest force on an atom = 2.362 eV Å⁻¹

Geometry (Å):
C -0.038 -0.762 -0.254
O -3.671 0.275 0.204
O -1.935 -0.948 0.434
O -2.827 -0.412 -0.304
F -0.285 -0.686 -1.542
Cl 0.826 -2.094 0.225
H -0.184 0.158 0.447

The computed natural (NBO) charges, all in e, follow:
1 C 0.434
2 O 0.055
3 O -0.214
4 O 0.350
5 F -0.219
6 Cl 0.309
7 H 0.285


Record 14
This record from the OMol25 dataset describes a cluster of 3 separate species, CHClINO in total at a distorted geometry. The level of theory is ωB97M-V/def2-TZVPD.

## Properties
⟨S²⟩ = 2.027
E_HOMO (spin up / spin down) = -0.3533 / -0.3503 Eh
energy = -926.35495 Ha
LUMO energy (spin up / spin down) = -1.72 / -4.47 eV
spin multiplicity = 3
HOMO-LUMO gap (spin up / spin down) = 7.889 / 5.067 eV
largest force on an atom = 8.217 eV Å⁻¹

Geometry (Å):
C 0.843 0.986 -0.672
N -0.182 0.932 -1.363
O 2.007 1.001 -0.762
Cl 0.928 1.433 3.222
I -2.094 1.349 -1.226
H 0.711 1.094 0.843

The computed natural (NBO) charges, all in e, follow:
1 C 0.573
2 N -0.563
3 O -0.379
4 Cl -0.252
5 I 0.651
6 H -0.030


Record 15
This record from the OMol25 dataset describes the ion CHClN3O with charge +1 at a distorted geometry. The level of theory is ωB97M-V/def2-TZVPD.

## Properties
E_HOMO (spin up / spin down) = -0.5649 / -0.6060 Eh
energy = -737.84749 Ha
ΔE to the lowest compared entry with this formula, charge and spin = 582.52 kJ/mol
total charge = +1
LUMO energy (spin up / spin down) = -7.67 / -7.46 eV
HOMO-LUMO gap (spin up / spin down) = 7.697 / 9.028 eV
largest force on an atom = 2.219 eV Å⁻¹

Geometry (Å):
C -1.074 1.063 0.796
N 0.239 0.799 -1.216
N -0.523 1.145 -0.290
N 0.751 -1.373 0.052
O -1.678 1.194 1.749
Cl 1.046 -0.566 -1.219
H 1.238 -2.262 0.128

The computed natural (NBO) charges, all in e, follow:
1 C 0.905
2 N -0.178
3 N -0.302
4 N -0.697
5 O -0.300
6 Cl 1.144
7 H 0.428


Record 16
This record from the OMol25 dataset describes a structure of composition CHClNO6S at a distorted geometry. The level of theory is ωB97M-V/def2-TZVPD.

## Properties
E_HOMO = -0.2258 Eh
energy = -1403.26908 Ha
ΔE to the lowest compared entry with this formula, charge and spin = 0.00 kJ/mol
total charge = -1
LUMO energy = 3.17 eV
HOMO-LUMO gap = 9.318 eV
largest force on an atom = 5.424 eV Å⁻¹

Geometry (Å):
C 0.584 -0.188 0.125
N 1.841 0.171 -0.477
O -1.607 1.540 0.444
O 2.027 1.366 -0.488
O 2.497 -0.672 -1.034
O -1.673 -0.808 1.156
O -2.831 -0.103 -0.922
O -0.361 -0.115 -0.737
S -1.817 0.154 0.050
Cl 0.843 -1.821 0.804
H 0.496 0.476 1.079

These are the natural (NBO) partial charges, in e, on atoms 1 to 8:
1 C 0.196
2 N 0.493
3 O -1.001
4 O -0.371
5 O -0.358
6 O -1.000
7 O -0.959
8 O -0.691


Record 17
This record from the OMol25 dataset describes the molecule CHClO2S at a distorted geometry. The level of theory is ωB97M-V/def2-TZVPD.

## Properties
E_HOMO (spin up / spin down) = -0.3105 / -0.3106 Eh
energy = -1047.39912 Ha
ΔE to the lowest compared entry with this formula, charge and spin = 352.55 kJ/mol
LUMO energy (spin up / spin down) = -0.79 / -0.79 eV
HOMO-LUMO gap (spin up / spin down) = 7.659 / 7.662 eV
largest force on an atom = 4.519 eV Å⁻¹

Geometry (Å):
C 1.554 -0.016 -0.621
O -1.845 -1.201 0.563
O 0.407 -0.335 -0.539
S -1.041 -0.045 0.626
Cl 2.395 0.842 0.638
H -1.469 0.754 -0.667

The computed natural (NBO) charges, all in e, follow:
1 C 0.286
2 O -0.861
3 O -0.632
4 S 1.262
5 Cl -0.084
6 H 0.029


Record 18
This record from the OMol25 dataset describes the molecule CHClO3S at a distorted geometry. The level of theory is ωB97M-V/def2-TZVPD.

## Properties
E_HOMO = -0.3600 Eh
energy = -1122.72994 Ha
ΔE to the lowest compared entry with this formula, charge and spin = 233.51 kJ/mol
LUMO energy = -2.14 eV
HOMO-LUMO gap = 7.657 eV
largest force on an atom = 6.745 eV Å⁻¹

Geometry (Å):
C 1.208 -0.473 0.152
O 2.220 -1.122 -0.028
O -0.798 1.623 -0.229
O 0.049 -0.918 0.136
S -1.438 0.546 0.383
Cl -2.727 -0.293 -0.956
H 1.486 0.636 0.541

The computed natural (NBO) charges, all in e, follow:
1 C 0.615
2 O -0.598
3 O -0.794
4 O -0.638
5 S 1.502
6 Cl -0.163
7 H 0.076


Record 19
This record from the OMol25 dataset describes a structure of composition CHClS2 at a distorted geometry. The level of theory is ωB97M-V/def2-TZVPD.

## Properties
E_HOMO = -0.3474 Eh
energy = -1295.22262 Ha
ΔE to the lowest compared entry with this formula, charge and spin = 121.71 kJ/mol
LUMO energy = -1.08 eV
HOMO-LUMO gap = 8.373 eV
largest force on an atom = 2.635 eV Å⁻¹

Geometry (Å):
C 0.210 0.201 0.730
S -0.143 0.714 2.261
S 1.376 1.227 0.149
Cl 2.036 0.863 -1.903
H -0.511 -0.450 0.133

The computed natural (NBO) charges, all in e, follow:
1 C -0.545
2 S 0.048
3 S 0.470
4 Cl -0.231
5 H 0.258


Record 20
This record from the OMol25 dataset describes a structure of composition CHCoO2 at a distorted geometry. The level of theory is ωB97M-V/def2-TZVPD.

## Properties
⟨S²⟩ = 3.757
E_HOMO (spin up / spin down) = -0.5933 / -0.6256 Eh
energy = -1571.52466 Ha
ΔE to the lowest compared entry with this formula, charge and spin = 0.00 kJ/mol
total charge = +1
LUMO energy (spin up / spin down) = -7.16 / -7.49 eV
spin multiplicity = 4
HOMO-LUMO gap (spin up / spin down) = 8.985 / 9.530 eV
largest force on an atom = 4.444 eV Å⁻¹

Geometry (Å):
O -1.323 0.001 -0.047
C -0.140 0.523 0.021
O 0.673 -0.525 0.043
Co 1.740 1.076 0.024
H -0.950 -1.074 -0.042

The computed natural (NBO) charges, all in e, follow:
1 O -0.576
2 C 0.369
3 O -0.747
4 Co 1.421
5 H 0.533